The following is a DFT calculation (ωB97M-V/def2-TZVPD) of a cluster of 2 separate species, C11H21IN4O5P in total.

Summary:
Charge: +1
LUMO energy (eV): -4.5
HOMO level (eV): -11.21
Orbital gap (Eh): 0.24653

Last columns: bonded neighbours and bond lengths (Å).
Cartesian coordinates (Å):
1 N 1.37666 -0.02090 0.24146  C2 1.466, H17 1.013, H18 1.012
2 C 1.25773 1.24975 0.96213  N1 1.466, C3 1.512, H19 1.090, H20 1.094
3 C 0.18564 2.10570 0.32743  C2 1.512, C4 1.371, C13 1.400
4 C -1.12531 1.83405 0.62414  C3 1.371, N5 1.339, H21 1.081
5 N -2.12760 2.53482 0.07911  C4 1.339, N6 1.401, C7 1.364
6 N -3.40450 2.11295 0.47054  N5 1.401, H22 1.012, H23 1.013
7 C -1.89685 3.57086 -0.77813  N5 1.364, I8 2.080, C9 1.387
8 I -3.58626 4.42559 -1.63972  C7 2.080
9 C -0.60057 3.93947 -1.10457  C7 1.387, P10 1.884, C13 1.409
10 P -0.31573 5.31476 -2.35991  C9 1.884, O11 1.607, O12 1.636
11 O 1.22012 5.71427 -2.10651  P10 1.607, H24 0.970
12 O -1.10194 6.44161 -1.47132  P10 1.636, H25 0.965
13 C 0.43936 3.17174 -0.54388  C3 1.400, C9 1.409, C14 1.516
14 C 1.90647 3.45311 -0.80330  C13 1.516, O15 1.196, O16 1.341
15 O 2.52232 4.21281 -0.11553  C14 1.196
16 O 2.45825 2.77111 -1.81779  C14 1.341, H26 0.967
17 H 2.06258 0.05217 -0.50009  N1 1.013
18 H 1.70207 -0.74770 0.86642  N1 1.012
19 H 0.94850 1.03194 1.98484  C2 1.090
20 H 2.19855 1.80136 1.04180  C2 1.094
21 H -1.40445 1.04185 1.30408  C4 1.081
22 H -3.94799 2.90073 0.79848  N6 1.012
23 H -3.86245 1.63501 -0.29584  N6 1.013
24 H 1.45231 5.86668 -1.17700  O11 0.970
25 H -1.43730 7.14382 -2.04283  O12 0.965
26 H 1.91324 2.01589 -2.07727  O16 0.967
27 C -0.18310 -6.04037 0.59881  C28 1.525, H33 1.090, H34 1.089, H35 1.092
28 C -0.88000 -4.71070 0.86681  C27 1.525, C29 1.534, N32 1.464, H36 1.094
29 C -0.34690 -3.54973 0.01700  C28 1.534, O30 1.416, H37 1.094, H38 1.098
30 O 0.90084 -3.02609 0.43380  C29 1.416, C31 1.419
31 C 2.03818 -3.74631 -0.01344  O30 1.419, H39 1.093, H40 1.091, H41 1.091
32 N -0.83097 -4.43089 2.30341  C28 1.464, H42 1.016, H43 1.016
33 H 0.80135 -6.08059 1.06507  C27 1.090
34 H -0.76936 -6.85738 1.01592  C27 1.089
35 H -0.06503 -6.21940 -0.47142  C27 1.092
36 H -1.93288 -4.82973 0.59367  C28 1.094
37 H -1.04957 -2.71488 0.10075  C29 1.094
38 H -0.30007 -3.82927 -1.04349  C29 1.098
39 H 1.87531 -4.16834 -1.00853  C31 1.093
40 H 2.31132 -4.54608 0.67712  C31 1.091
41 H 2.87382 -3.04660 -0.06347  C31 1.091
42 H -1.39491 -3.61358 2.51641  N32 1.016
43 H 0.11916 -4.16349 2.54482  N32 1.016

Atom charges from the Löwdin analysis, given in e for atoms 1 to 4: number 1, N, carries 0.046; number 2, C, carries -0.191; number 3, C, carries -0.108; number 4, C, carries 0.061

The following is a DFT calculation (ωB97M-V/def2-TZVPD) of a cluster of 15 separate species, C21H72N14O15 in total.

Summary:
LUMO energy (eV): -0.1
HOMO level (eV): -8.95
Orbital gap (Eh): 0.32451
Relative energy (zero: lowest compared OMol25 entry of this formula, charge and spin) (kcal per mole): 55.7

Last columns: bonded neighbours and bond lengths (Å).
Cartesian coordinates (Å):
1 C -0.41200 -3.73800 6.23100  C2 1.520, H4 1.121, H5 1.095, H6 1.113
2 C 0.10400 -4.52400 5.03700  C1 1.520, O3 1.418, H7 1.094, H8 1.078
3 O -0.96300 -4.69200 4.11800  C2 1.418, H9 0.958
4 H -1.37700 -4.10600 6.66800  C1 1.121
5 H -0.59900 -2.68800 5.98200  C1 1.095
6 H 0.34300 -3.69100 7.04800  C1 1.113
7 H 0.41900 -5.54800 5.26000  C2 1.094
8 H 1.01300 -4.10500 4.63600  C2 1.078
9 H -0.61100 -5.39900 3.57600  O3 0.958
10 C -4.32900 -6.42400 9.49300  C11 1.504, H13 1.066, H14 1.016, H15 1.081
11 C -5.45500 -7.07400 10.24900  C10 1.504, O12 1.400, H16 1.130, H17 1.091
12 O -6.58100 -7.06100 9.41800  C11 1.400, H18 0.974
13 H -3.86700 -7.03100 8.74900  C10 1.066
14 H -3.56200 -6.31500 10.15000  C10 1.016
15 H -4.54900 -5.43700 9.11000  C10 1.081
16 H -5.54800 -6.51000 11.22400  C11 1.130
17 H -5.01200 -8.04400 10.47800  C11 1.091
18 H -7.41800 -7.00200 9.91300  O12 0.974
19 C -2.80400 -3.37000 9.02800  C20 1.539, H22 1.030, H23 1.091, H24 1.081
20 C -4.03000 -2.72100 8.36100  C19 1.539, O21 1.391, H25 1.095, H26 1.096
21 O -4.74100 -1.98000 9.29900  C20 1.391, H27 0.950
22 H -2.56800 -4.28300 8.61300  C19 1.030
23 H -2.91900 -3.47400 10.10800  C19 1.091
24 H -1.87400 -2.84800 8.85400  C19 1.081
25 H -4.60400 -3.49600 7.84300  C20 1.095
26 H -3.45300 -2.06900 7.69500  C20 1.096
27 H -4.17300 -1.25200 9.52400  O21 0.950
28 C -2.39400 -6.53000 6.72000  C29 1.545, H31 1.119, H32 1.052, H33 1.037
29 C -1.33300 -6.65600 7.83600  C28 1.545, O30 1.383, H34 1.097, H35 1.082
30 O -0.41100 -7.58700 7.39300  C29 1.383, H36 0.963
31 H -3.18100 -7.32500 6.74500  C28 1.119
32 H -1.95100 -6.35200 5.78300  C28 1.052
33 H -2.91400 -5.74200 7.15000  C28 1.037
34 H -1.80200 -6.91900 8.79200  C29 1.097
35 H -0.73900 -5.76100 7.96300  C29 1.082
36 H 0.24500 -7.66800 8.09300  O30 0.963
37 C 1.67500 -2.91800 9.61700  C38 1.547, H40 1.068, H41 1.184, H42 1.096
38 C 1.95700 -2.14900 10.92900  C37 1.547, O39 1.467, H43 1.089, H44 1.090
39 O 0.93300 -1.09900 10.95000  C38 1.467, H45 0.923
40 H 2.36300 -3.69300 9.35900  C37 1.068
41 H 1.55500 -2.25200 8.64600  C37 1.184
42 H 0.63100 -3.25100 9.60300  C37 1.096
43 H 3.00400 -1.85100 10.90000  C38 1.089
44 H 1.82200 -2.76900 11.81500  C38 1.090
45 H 1.17600 -0.46200 11.57200  O39 0.923
46 C -5.89500 -6.40900 5.20500  C47 1.462, H49 1.050, H50 1.080, H51 1.074
47 C -6.23000 -5.48800 6.29000  C46 1.462, O48 1.377, H52 1.083, H53 1.095
48 O -6.08800 -4.16700 5.92900  C47 1.377, H54 0.978
49 H -4.87000 -6.44200 4.97800  C46 1.050
50 H -6.60200 -6.18600 4.42000  C46 1.080
51 H -6.12000 -7.39700 5.56200  C46 1.074
52 H -5.64300 -5.73300 7.16600  C47 1.083
53 H -7.21900 -5.67000 6.72300  C47 1.095
54 H -5.16700 -4.03300 5.63000  O48 0.978
55 C -3.02100 0.99500 10.35200  O56 1.391, N57 1.341, N58 1.311
56 O -3.68200 1.35600 11.52200  C55 1.391
57 N -2.65400 -0.27500 10.12500  C55 1.341, H59 1.019, H60 1.055
58 N -2.90600 1.70500 9.25600  C55 1.311, H61 1.065, H62 1.032
59 H -2.62400 -0.91500 10.91700  N57 1.019
60 H -2.15100 -0.54800 9.23900  N57 1.055
61 H -3.10100 2.74100 9.40600  N58 1.065
62 H -2.03400 1.62300 8.71000  N58 1.032
63 C -1.45600 -6.00600 11.42100  O64 1.358, N65 1.285, N66 1.321
64 O -0.99700 -4.97800 10.66100  C63 1.358
65 N -1.08200 -7.20300 11.14200  C63 1.285, H67 1.034, H68 1.020
66 N -2.31500 -5.85800 12.41300  C63 1.321, H69 1.062, H70 1.044
67 H -0.17900 -7.28500 10.64600  N65 1.034
68 H -1.44000 -7.98300 11.69400  N65 1.020
69 H -3.03300 -5.11700 12.16100  N66 1.062
70 H -2.67500 -6.69300 12.92600  N66 1.044
71 C -8.23900 -0.06000 9.75500  O72 1.356, N73 1.377, N74 1.300
72 O -8.84300 0.99000 10.36500  C71 1.356
73 N -6.99800 -0.49600 10.16100  C71 1.377, H75 1.072, H76 1.026
74 N -8.68500 -0.62600 8.67300  C71 1.300, H77 1.023, H78 1.094
75 H -6.65800 -0.11300 11.10300  N73 1.072
76 H -6.22400 -0.94600 9.66000  N73 1.026
77 H -9.38200 -0.13400 8.10900  N74 1.023
78 H -8.41200 -1.63000 8.33400  N74 1.094
79 C -7.59500 -4.18200 10.84700  O80 1.372, N81 1.277, N82 1.316
80 O -7.92100 -5.28800 11.59000  C79 1.372
81 N -7.86500 -2.95500 11.07600  C79 1.277, H83 1.026, H84 1.043
82 N -6.81100 -4.20100 9.79000  C79 1.316, H85 1.041, H86 1.024
83 H -8.55500 -2.86700 11.83000  N81 1.026
84 H -7.57700 -2.04200 10.66200  N81 1.043
85 H -6.37400 -5.13900 9.67800  N82 1.041
86 H -6.15600 -3.41400 9.77600  N82 1.024
87 C -0.64000 -2.96000 13.52700  O88 1.399, N89 1.320, N90 1.271
88 O 0.13400 -2.05200 14.25700  C87 1.399
89 N -0.82000 -2.81800 12.22700  C87 1.320, H91 1.044, H92 1.062
90 N -1.08200 -4.06500 13.97300  C87 1.271, H93 1.057, H94 1.064
91 H -0.16400 -2.13900 11.78200  N89 1.044
92 H -1.20300 -3.64900 11.68800  N89 1.062
93 H -0.96700 -4.24900 15.00700  N90 1.057
94 H -1.64900 -4.79700 13.44800  N90 1.064
95 C -4.33300 -2.59000 12.35000  O96 1.395, N97 1.270, N98 1.285
96 O -4.24500 -3.96500 12.13400  C95 1.395
97 N -3.30300 -1.84700 12.36200  C95 1.270, H99 1.093, H100 1.022
98 N -5.41300 -1.99000 12.70200  C95 1.285, H101 1.036, H102 1.010
99 H -2.31100 -2.29100 12.24700  N97 1.093
100 H -3.39600 -0.88100 12.68100  N97 1.022
101 H -6.21700 -2.60300 12.47600  N98 1.036
102 H -5.54100 -0.99300 12.60400  N98 1.010
103 C -5.50200 0.27500 7.21100  O104 1.434, N105 1.279, N106 1.357
104 O -4.45700 0.30100 6.22900  C103 1.434
105 N -5.42700 0.87900 8.33600  C103 1.279, H107 1.067, H108 1.082
106 N -6.76200 -0.15800 6.95100  C103 1.357, H109 1.014, H110 1.053
107 H -4.41200 1.10000 8.58100  N105 1.067
108 H -6.15400 0.80000 9.13300  N105 1.082
109 H -6.95000 -0.76600 6.16200  N106 1.014
110 H -7.45900 -0.24400 7.73500  N106 1.053
111 C -3.48000 -2.50100 5.03800  O112 1.403, H113 1.112, H114 1.112, H115 1.127
112 O -3.39700 -3.90200 5.02900  C111 1.403, H116 0.980
113 H -2.56100 -2.08000 5.50200  C111 1.112
114 H -4.43200 -2.15100 5.49400  C111 1.112
115 H -3.42900 -2.19200 3.95500  C111 1.127
116 H -2.45500 -4.12900 4.88200  O112 0.980
117 C -0.11700 -0.07500 7.69000  O118 1.386, H119 1.062, H120 1.143, H121 1.132
118 O -1.44500 -0.33300 7.39000  C117 1.386, H122 0.970
119 H -0.04000 -0.18600 8.74300  C117 1.062
120 H 0.12800 1.02200 7.48200  C117 1.143
121 H 0.51800 -0.79500 7.09100  C117 1.132
122 H -1.51500 -0.22400 6.42900  O118 0.970

Atom charges from the Löwdin analysis, given in e for atoms 1 to 4: number 1, C, carries -0.071; number 2, C, carries -0.278; number 3, O, carries -0.077; number 4, H, carries 0.064